1.
{"formula": "C5H6S2", "method": "wB97M-V/def2-TZVPD", "symbols": ["C", "C", "C", "C", "C", "S", "S", "H", "H", "H", "H", "H", "H"], "coordinates": [[-1.7877, -0.6638, -0.8324], [-0.3081, -0.7599, -0.8732], [-2.3499, -0.0166, 0.2203], [0.5230, -0.2201, -0.0515], [1.7089, 0.1878, 0.6332], [-1.6238, 0.9154, 1.4331], [3.0450, 0.9902, -0.4256], [-2.4560, -1.1990, -1.4587], [0.0574, -1.4251, -1.7176], [-3.3569, -0.0361, 0.2066], [1.6044, 0.9153, 1.6030], [2.1413, -0.7254, 0.9366], [2.8024, 2.0373, 0.3262]], "atomic_forces_ev_per_a": [[1.1, 0.5, 1.6], [-1.1, -1.2, -1.7], [2.8, 0.5, -0.4], [-2.1, 1.8, 1.4], [0.8, 1.7, 1.4], [1.6, -1.1, -1.2], [-0.8, -0.4, 0.4], [0.1, -0.5, -0.9], [0.0, 0.9, 1.1], [-3.5, -0.1, 0.2], [-0.2, -2.2, -2.6], [0.7, -1.0, 1.0], [0.5, 1.1, -0.2]], "charge": 0, "gap_ev": 6.45}


2.
{"formula": "H29O15", "method": "wB97M-V/def2-TZVPD", "symbols": ["O", "H", "H", "O", "H", "H", "O", "H", "H", "O", "H", "H", "O", "H", "H", "O", "H", "H", "O", "H", "H", "O", "H", "H", "O", "H", "H", "O", "H", "O", "H", "H", "O", "H", "H", "O", "H", "H", "O", "H", "H", "O", "H", "H"], "coordinates": [[-0.3087, -1.1299, 1.2506], [-0.5209, -2.0782, 1.2402], [3.6199, -0.2861, -1.9259], [0.6260, 3.3658, 1.6377], [0.4133, 2.8851, 2.4410], [3.3063, 1.1393, 0.6033], [3.1680, -0.7726, -2.6306], [2.1169, 0.3867, 0.0583], [1.3717, 2.3029, -0.6761], [1.8139, 2.2189, -3.4758], [-4.0404, -0.0230, -2.2235], [2.6344, 2.4860, -3.0853], [-1.5566, 0.8722, -0.3741], [-1.3803, 0.4793, 0.5049], [2.6301, -0.6123, 2.3510], [-2.6440, -1.3340, -1.4641], [-0.7063, -0.2259, 3.8643], [-2.0595, -0.5585, -1.4041], [-0.0041, -2.7073, -2.5625], [-0.6884, 0.5587, -0.6924], [-0.0802, 3.9639, 1.3984], [0.8197, -0.3986, -1.0082], [0.6204, -1.9854, -2.4294], [0.3971, -1.2876, 0.5893], [-4.7815, -0.0365, -2.8430], [2.4474, -1.1404, 3.8295], [2.2787, -0.7428, -2.2579], [-1.6357, -0.2807, 4.1447], [1.1577, 2.8456, -3.1630], [0.6423, -2.7810, 4.1345], [-0.1727, -2.3440, 3.8795], [-1.9470, -0.4460, 3.2451], [-4.4906, -0.2373, 0.3629], [-4.0773, -0.6190, -0.4397], [-3.7935, 0.4042, 0.5197], [3.0294, -1.1354, 3.0668], [0.5408, -3.5015, -2.5753], [0.6953, 0.0103, -1.8981], [1.6239, 3.2001, -0.9194], [-4.4732, 0.1537, -3.7290], [1.3434, -2.4826, 3.5453], [2.6952, 0.4279, 0.8315], [1.5396, 3.5863, -0.0416], [-2.1704, -2.1405, -1.6795]], "atomic_forces_ev_per_a": [[0.9, -1.4, -0.8], [-1.1, 0.1, 0.8], [0.6, -0.2, -0.3], [0.6, -0.2, -0.2], [-0.3, 0.2, 0.0], [0.1, 0.0, 0.4], [-0.2, 0.4, 0.7], [-0.1, -0.1, 0.4], [-0.1, -0.1, -0.3], [-0.8, -0.9, -0.5], [-0.1, -0.1, -0.8], [0.6, 0.4, 0.4], [1.3, -0.4, 0.5], [-0.9, 0.1, 0.1], [0.1, 0.0, 0.4], [-0.2, 0.2, 0.0], [0.2, 0.2, 0.9], [-0.1, -0.7, 0.1], [0.0, 0.1, 0.1], [-0.3, 0.9, -0.4], [-0.5, 0.0, 0.4], [0.3, 0.3, -1.1], [-0.1, -0.5, -0.1], [0.0, 1.1, 0.5], [-0.6, 0.1, 0.3], [0.0, 0.4, 0.1], [0.1, -0.4, -0.5], [0.9, -0.2, -1.2], [0.1, 0.3, 0.2], [0.2, -0.2, 0.2], [-0.1, 0.1, 0.0], [-1.0, -0.1, 0.1], [0.8, 0.0, -0.7], [-0.7, -0.6, 0.6], [-0.2, 0.5, 0.6], [0.0, -0.3, -0.2], [0.0, 0.0, -0.1], [-0.1, 0.2, 0.1], [0.1, -0.3, 0.2], [0.4, 0.0, 0.1], [-0.2, -0.1, -0.3], [0.0, 0.3, -0.7], [0.1, 0.4, 0.2], [0.3, 0.1, -0.2]], "spin_multiplicity": 2, "s_squared": 0.754, "charge": 0, "gap_ev": [9.95, 4.87]}


3.
{"formula": "C5H9NO2", "method": "wB97M-V/def2-TZVPD", "symbols": ["C", "C", "C", "C", "C", "H", "H", "H", "H", "H", "H", "H", "H", "H", "N", "O", "O"], "coordinates": [[-0.8740, 1.9446, -0.8018], [0.0132, -0.2726, -0.0246], [1.2261, -0.0261, 0.8147], [1.2375, -1.3435, -0.0117], [-1.0884, -1.1436, 0.2219], [-0.4329, 2.9114, -0.2962], [-1.2154, 2.4514, -1.7196], [-1.6574, 2.0021, -0.2784], [0.5766, 0.7897, -1.6219], [1.5038, 1.0911, 0.6717], [0.8959, 0.0515, 1.9047], [1.9203, -1.4001, -0.9494], [0.4335, -2.1346, 1.8356], [-1.9598, -1.0436, -0.3724], [-0.4146, 0.6049, -1.2665], [1.0335, -2.4258, 0.8167], [-1.1982, -2.0567, 1.0772]], "atomic_forces_ev_per_a": [[4.4, 2.7, -4.6], [-1.3, -0.3, -2.7], [-1.7, 2.8, 1.0], [1.2, 2.1, 1.5], [-1.5, -2.1, 3.4], [1.5, -2.3, -0.6], [0.1, -0.3, -0.1], [-6.6, -1.3, 4.2], [-1.8, -0.2, -0.2], [0.6, -2.2, -0.7], [1.0, -1.3, -1.1], [-1.3, -0.3, 1.9], [2.0, -1.0, -5.1], [-0.6, 0.4, -1.4], [4.3, 0.3, 2.8], [0.0, 0.8, 2.1], [-0.3, 2.1, -0.4]], "charge": 0, "gap_ev": 9.82}


4.
{"formula": "C7H10O", "method": "wB97M-V/def2-TZVPD", "symbols": ["C", "C", "C", "C", "C", "C", "C", "O", "H", "H", "H", "H", "H", "H", "H", "H", "H", "H"], "coordinates": [[1.5578, 1.5198, -0.8428], [0.3110, 1.3046, -1.1047], [-0.6411, 1.0092, 0.0148], [-0.8321, 1.6248, 1.1861], [-1.0150, -0.4585, -0.2553], [0.0628, -1.5215, -0.4196], [0.3903, -2.1147, 0.9633], [0.3859, -3.3021, 1.1105], [2.2671, 1.6653, -1.6194], [1.9451, 1.4163, 0.1165], [-0.2817, 1.2124, -1.9169], [-1.3623, 1.1059, 1.9392], [-0.5902, 2.6110, 1.5441], [-1.6348, -0.8067, 0.5238], [-1.6002, -0.4024, -1.2596], [0.9230, -1.1040, -0.7054], [-0.1283, -2.4134, -1.0206], [0.2427, -1.3459, 1.7461]], "atomic_forces_ev_per_a": [[1.2, 0.1, -1.7], [-1.9, 1.1, 4.0], [2.2, -1.5, 0.6], [-0.2, -0.3, -0.7], [-1.6, 0.7, -2.1], [-1.3, -1.6, 2.3], [-2.5, 0.5, -1.6], [0.8, -0.3, 0.9], [0.6, 0.1, -0.6], [0.4, 0.2, 1.7], [-0.5, 0.1, -3.7], [-0.7, -0.7, 0.6], [0.5, 0.4, -0.8], [-1.4, -0.3, 0.7], [0.6, -0.4, 1.7], [3.5, 1.7, -1.7], [-0.5, 0.5, -0.3], [0.8, -0.3, 0.7]], "charge": 0, "gap_ev": 10.48}


Values for electronic energy, hartree, ordered as above
-990.32645 -1145.82548 -400.92657 -347.84709
Values for energy above the lowest of the compared OMol25 structures with the same formula, charge and spin, kJ/mol, ordered as above
363.7 0.0 656.9 304.8